[1]
Entry from the Open Molecules 2025 dataset: a cluster of 12 separate species, C48H120O24 in total (ωB97M-V/def2-TZVPD).

## Properties
charge	0
SMILES string	COCCOC.COCCOC.COCCOC.COCCOC.COCCOC.COCCOC.COCCOC.COCCOC.COCCOC.COCCOC.COCCOC.COCCOC
energy	-100837.5310	eV
HOMO-LUMO gap	0.34904	Eh
relative energy (zero: lowest compared OMol25 entry of this formula, charge and spin)	217.14	kcal per mole

Geometry (Å):
C (1.45, 6.58, 8.51)
O (1.80, 5.73, 7.43)
C (0.68, 5.46, 6.63)
C (0.73, 4.18, 5.89)
O (-0.04, 4.30, 4.60)
C (-0.25, 3.11, 3.83)
H (2.22, 6.43, 9.26)
H (0.52, 6.43, 9.06)
H (1.45, 7.65, 8.32)
H (0.67, 6.21, 5.84)
H (-0.27, 5.60, 7.15)
H (0.30, 3.43, 6.55)
H (1.76, 3.87, 5.72)
H (-1.11, 2.59, 4.26)
H (0.55, 2.39, 3.97)
H (-0.52, 3.39, 2.81)
C (-2.49, 0.20, -4.12)
O (-1.55, -0.15, -5.17)
C (-0.70, 0.82, -5.81)
C (0.15, 1.64, -4.87)
O (1.06, 2.69, -5.34)
C (0.54, 3.69, -6.22)
H (-3.20, 0.97, -4.41)
H (-1.77, 0.60, -3.41)
H (-3.06, -0.55, -3.58)
H (-1.32, 1.42, -6.47)
H (-0.06, 0.35, -6.56)
H (0.77, 0.91, -4.34)
H (-0.43, 2.07, -4.05)
H (0.46, 3.53, -7.30)
H (1.21, 4.53, -6.07)
H (-0.38, 4.23, -5.99)
C (3.93, -3.45, 2.52)
O (4.15, -4.22, 1.28)
C (4.21, -3.33, 0.20)
C (4.51, -4.01, -1.24)
O (5.85, -4.60, -1.41)
C (6.13, -5.70, -0.56)
H (3.20, -2.70, 2.20)
H (4.82, -2.92, 2.87)
H (3.35, -3.82, 3.36)
H (4.86, -2.48, 0.40)
H (3.22, -2.88, 0.16)
H (4.33, -3.20, -1.95)
H (3.74, -4.74, -1.48)
H (5.25, -6.18, -0.14)
H (6.58, -5.45, 0.40)
H (6.76, -6.48, -1.00)
C (-0.71, -0.16, 3.85)
O (0.69, -0.20, 3.63)
C (1.37, -0.61, 4.84)
C (2.84, -0.24, 4.87)
O (3.68, -0.61, 3.82)
C (5.05, -0.28, 3.91)
H (-1.00, -1.21, 3.90)
H (-1.29, 0.27, 3.04)
H (-1.02, 0.42, 4.72)
H (1.24, -1.67, 5.07)
H (0.79, -0.20, 5.66)
H (3.14, -0.71, 5.81)
H (2.92, 0.84, 4.97)
H (5.38, -0.97, 4.69)
H (5.45, 0.67, 4.23)
H (5.59, -0.72, 3.07)
C (0.07, -3.96, 9.24)
O (0.82, -4.37, 8.11)
C (0.18, -5.40, 7.39)
C (-0.94, -4.70, 6.65)
O (-0.56, -3.68, 5.75)
C (0.13, -4.10, 4.55)
H (0.71, -3.60, 10.05)
H (-0.34, -4.84, 9.73)
H (-0.87, -3.43, 9.11)
H (-0.21, -6.18, 8.05)
H (0.77, -5.99, 6.69)
H (-1.60, -4.25, 7.40)
H (-1.58, -5.38, 6.07)
H (1.07, -4.63, 4.68)
H (0.30, -3.21, 3.95)
H (-0.57, -4.75, 4.04)
C (-1.10, 6.81, -2.08)
O (0.14, 6.31, -2.54)
C (1.15, 7.28, -2.33)
C (2.40, 7.06, -3.25)
O (3.37, 6.07, -2.72)
C (2.90, 4.71, -2.59)
H (-1.91, 6.07, -2.02)
H (-1.49, 7.61, -2.70)
H (-1.08, 7.19, -1.05)
H (1.35, 7.30, -1.26)
H (0.91, 8.31, -2.57)
H (3.03, 7.95, -3.22)
H (1.98, 6.89, -4.24)
H (3.70, 4.00, -2.39)
H (2.43, 4.33, -3.50)
H (2.26, 4.60, -1.70)
C (-5.66, 3.93, -3.29)
O (-4.56, 3.77, -4.16)
C (-3.54, 4.75, -4.03)
C (-3.96, 6.26, -3.96)
O (-4.81, 6.40, -5.10)
C (-5.16, 7.76, -5.52)
H (-5.37, 3.78, -2.25)
H (-6.33, 3.07, -3.39)
H (-6.28, 4.82, -3.37)
H (-2.69, 4.49, -4.67)
H (-3.21, 4.61, -3.00)
H (-2.99, 6.73, -4.11)
H (-4.32, 6.48, -2.95)
H (-5.94, 7.79, -6.29)
H (-4.35, 8.48, -5.60)
H (-5.68, 8.26, -4.70)
C (-7.36, -5.96, -3.05)
O (-5.97, -5.52, -3.29)
C (-5.48, -4.82, -2.19)
C (-5.60, -5.51, -0.77)
O (-5.18, -4.44, 0.17)
C (-3.90, -4.63, 0.76)
H (-7.97, -5.15, -2.65)
H (-7.41, -6.74, -2.29)
H (-7.81, -6.48, -3.90)
H (-5.69, -3.75, -2.18)
H (-4.40, -4.79, -2.35)
H (-5.07, -6.46, -0.74)
H (-6.61, -5.82, -0.49)
H (-3.02, -4.49, 0.14)
H (-3.86, -5.65, 1.14)
H (-3.57, -4.07, 1.63)
C (-0.64, 3.22, -0.73)
O (-0.94, 1.86, -1.10)
C (-0.27, 1.01, -0.21)
C (-1.01, -0.31, -0.01)
O (-1.09, -1.12, -1.22)
C (0.10, -1.91, -1.54)
H (0.38, 3.57, -0.90)
H (-0.89, 3.50, 0.29)
H (-1.31, 3.71, -1.43)
H (-0.17, 1.35, 0.82)
H (0.63, 0.74, -0.76)
H (-1.97, -0.07, 0.45)
H (-0.61, -0.83, 0.86)
H (0.24, -2.84, -0.98)
H (0.98, -1.28, -1.42)
H (0.02, -2.20, -2.59)
C (1.70, -10.22, -0.26)
O (1.19, -9.03, 0.44)
C (2.11, -7.95, 0.48)
C (1.34, -6.86, 1.33)
O (0.13, -6.24, 0.78)
C (0.13, -5.83, -0.63)
H (0.85, -10.90, -0.34)
H (2.68, -10.42, 0.19)
H (2.02, -9.99, -1.28)
H (2.26, -7.61, -0.54)
H (3.03, -8.19, 1.01)
H (2.08, -6.08, 1.49)
H (1.10, -7.13, 2.36)
H (-0.78, -5.26, -0.80)
H (0.10, -6.76, -1.20)
H (0.97, -5.17, -0.85)
C (0.89, 8.73, 0.79)
O (-0.05, 7.84, 1.21)
C (0.25, 7.19, 2.47)
C (1.04, 5.89, 2.37)
O (2.29, 6.19, 1.87)
C (2.91, 5.09, 1.25)
H (0.78, 9.57, 1.48)
H (0.45, 9.25, -0.07)
H (1.94, 8.43, 0.78)
H (-0.68, 7.12, 3.03)
H (0.78, 7.77, 3.23)
H (0.43, 5.09, 1.94)
H (1.35, 5.47, 3.33)
H (3.79, 5.47, 0.74)
H (2.30, 4.43, 0.64)
H (3.31, 4.44, 2.03)
C (2.33, -4.41, -7.51)
O (0.94, -4.03, -7.42)
C (0.47, -3.38, -6.23)
C (-0.13, -4.44, -5.34)
O (-0.80, -3.91, -4.25)
C (-2.14, -3.50, -4.62)
H (2.91, -3.60, -7.06)
H (2.60, -4.46, -8.56)
H (2.45, -5.38, -7.03)
H (-0.35, -2.73, -6.56)
H (1.15, -2.70, -5.72)
H (0.80, -4.89, -4.98)
H (-0.71, -5.14, -5.94)
H (-2.51, -3.00, -3.72)
H (-2.80, -4.24, -5.07)
H (-2.18, -2.76, -5.42)

***

[2]
Entry from the Open Molecules 2025 dataset: an isolated molecule of C9H21PS (ωB97M-V/def2-TZVPD).

## Properties
charge	0
SMILES string	CCC=[P@@](C)(S)C[C@H](C)CC
energy	-29794.6121	eV
HOMO-LUMO gap	0.30175	Eh
relative energy (zero: lowest compared OMol25 entry of this formula, charge and spin)	54.70	kcal per mole

Geometry (Å):
C (-3.16, 0.50, 2.00)
C (-1.77, 0.66, 2.58)
C (-0.97, 1.55, 1.60)
P (0.50, 1.15, 0.85)
C (1.22, 2.31, -0.40)
S (2.55, 0.86, 2.09)
C (0.61, -0.48, 0.01)
C (0.30, -0.54, -1.39)
C (-1.16, -0.31, -1.71)
C (0.78, -1.92, -2.03)
C (2.30, -2.07, -1.92)
H (-3.07, 0.42, 0.99)
H (-3.61, -0.35, 2.36)
H (-4.00, 1.26, 2.02)
H (-1.79, 1.06, 3.68)
H (-1.31, -0.38, 2.76)
H (-0.76, 2.57, 1.96)
H (2.16, 1.92, -0.63)
H (0.61, 2.71, -1.23)
H (1.44, 3.18, 0.16)
H (1.99, -0.16, 2.67)
H (1.60, -0.74, 0.28)
H (0.13, -1.32, 0.63)
H (0.90, 0.21, -2.05)
H (-1.32, -0.12, -2.69)
H (-1.49, 0.51, -0.89)
H (-1.65, -1.20, -1.42)
H (0.29, -2.77, -1.57)
H (0.37, -2.01, -3.03)
H (2.86, -1.71, -2.75)
H (2.81, -1.70, -1.11)
H (2.62, -3.10, -1.83)

***

[3]
Entry from the Open Molecules 2025 dataset: a structure of composition C27H26GeN4SW (ωB97M-V/def2-TZVPD).

## Properties
charge	+4
energy	-103515.5164	eV
HOMO-LUMO gap	0.18983	Eh
relative energy (zero: lowest compared OMol25 entry of this formula, charge and spin)	0.00	kcal per mole

Geometry (Å):
W (0.34, -0.78, -1.07)
C (3.15, -2.66, -4.09)
C (2.25, -2.33, -2.96)
N (1.76, -1.15, -2.72)
N (2.16, -0.11, -3.53)
C (1.38, 0.97, -3.62)
N (1.68, 1.95, -4.43)
S (-0.06, 1.03, -2.66)
C (1.84, -3.34, -1.96)
C (2.27, -4.64, -1.96)
C (1.86, -5.50, -0.94)
C (1.03, -5.01, 0.05)
C (0.63, -3.68, -0.01)
N (1.01, -2.85, -0.99)
H (2.96, -2.03, -4.96)
H (3.00, -3.69, -4.41)
H (4.19, -2.56, -3.78)
H (3.05, -0.18, -4.01)
H (2.46, 1.92, -5.08)
H (1.10, 2.79, -4.46)
H (2.93, -5.00, -2.73)
H (2.19, -6.53, -0.92)
H (0.69, -5.63, 0.87)
H (-0.01, -3.27, 0.77)
C (1.50, -0.07, 0.00)
Ge (-1.09, 1.57, 1.61)
C (-0.93, 0.76, 3.30)
C (-1.49, 1.52, 4.34)
C (-1.50, 1.01, 5.63)
C (-0.92, -0.23, 5.89)
C (-0.35, -0.97, 4.86)
C (-0.36, -0.49, 3.57)
C (-0.83, 3.40, 1.31)
C (-0.28, 4.12, 2.39)
C (-0.11, 5.49, 2.28)
C (-0.47, 6.14, 1.11)
C (-1.00, 5.43, 0.02)
C (-1.17, 4.07, 0.11)
C (-1.76, 0.42, 0.13)
C (-1.62, -0.99, 0.20)
C (-2.39, -1.86, -0.60)
C (-3.33, -1.33, -1.48)
C (-3.50, 0.04, -1.55)
C (-2.73, 0.91, -0.76)
H (2.26, 0.40, 0.63)
H (-1.94, 2.49, 4.16)
H (-1.94, 1.58, 6.43)
H (-0.91, -0.61, 6.90)
H (0.12, -1.92, 5.08)
H (0.12, -1.08, 2.79)
H (0.01, 3.62, 3.30)
H (0.31, 6.05, 3.11)
H (-0.35, 7.21, 1.03)
H (-1.27, 5.96, -0.88)
H (-1.57, 3.53, -0.73)
H (-0.98, -1.42, 0.99)
H (-2.27, -2.93, -0.51)
H (-3.95, -1.99, -2.07)
H (-4.25, 0.46, -2.21)
H (-2.94, 1.97, -0.82)

***

[4]
Entry from the Open Molecules 2025 dataset: a structure of composition C27H19HfN5O11 (ωB97M-V/def2-TZVPD).

## Properties
charge	0
energy	-59593.8831	eV
HOMO-LUMO gap	0.28082	Eh
relative energy (zero: lowest compared OMol25 entry of this formula, charge and spin)	39.88	kcal per mole

Geometry (Å):
Hf (-0.12, 0.32, 0.16)
C (-1.85, 1.08, 4.46)
O (-0.44, 0.96, 4.59)
C (0.11, -0.24, 4.20)
C (0.89, -0.91, 5.11)
C (1.51, -2.11, 4.78)
C (1.34, -2.64, 3.52)
C (0.59, -1.95, 2.56)
C (0.38, -2.54, 1.26)
N (-0.12, -1.85, 0.31)
N (-0.55, -2.46, -0.85)
C (-1.29, -1.62, -1.54)
O (-1.51, -0.40, -1.17)
C (-1.87, -2.12, -2.81)
C (-1.63, -3.42, -3.26)
C (-2.18, -3.85, -4.46)
C (-2.98, -2.99, -5.20)
C (-3.23, -1.70, -4.75)
C (-2.67, -1.26, -3.56)
C (-0.04, -0.72, 2.88)
O (-0.77, -0.05, 2.00)
H (-2.14, 1.93, 5.08)
H (-2.15, 1.26, 3.43)
H (-2.36, 0.19, 4.82)
H (1.01, -0.49, 6.10)
H (2.11, -2.63, 5.52)
H (1.80, -3.58, 3.25)
H (0.58, -3.60, 1.12)
H (-1.03, -4.08, -2.65)
H (-2.00, -4.85, -4.81)
H (-3.41, -3.33, -6.14)
H (-3.85, -1.03, -5.33)
H (-2.85, -0.26, -3.19)
O (-2.56, 4.01, 0.63)
C (-1.78, 2.96, 0.79)
O (-2.07, 1.85, 0.38)
C (-0.53, 3.20, 1.56)
C (-0.26, 4.26, 2.40)
C (0.94, 4.22, 3.12)
C (1.80, 3.16, 2.96)
C (1.45, 2.15, 2.07)
N (0.31, 2.19, 1.40)
C (2.27, 0.90, 1.80)
O (3.23, 0.64, 2.49)
O (1.81, 0.19, 0.80)
H (-3.33, 3.76, 0.10)
H (-0.96, 5.07, 2.51)
H (1.18, 5.03, 3.80)
H (2.73, 3.07, 3.52)
O (2.95, 0.80, -5.85)
C (2.48, 1.29, -4.68)
O (2.40, 2.47, -4.52)
C (2.11, 0.30, -3.65)
C (2.01, -1.08, -3.74)
N (1.51, -1.52, -2.58)
N (1.26, -0.51, -1.74)
C (1.63, 0.59, -2.36)
C (1.35, 1.84, -1.55)
O (2.20, 2.64, -1.23)
O (0.10, 1.84, -1.18)
H (2.99, -0.16, -5.86)
H (2.25, -1.77, -4.53)
H (1.23, -2.45, -2.30)

***

[5]
Entry from the Open Molecules 2025 dataset: a cluster of 2 separate species, C2H4ClIN2 in total (ωB97M-V/def2-TZVPD).

## Properties
charge	0
SMILES string	[H]/N=N/C=C/I.Cl
energy	-25739.6442	eV
HOMO-LUMO gap	0.32447	Eh
relative energy (zero: lowest compared OMol25 entry of this formula, charge and spin)	11.90	kcal per mole

Geometry (Å):
H (-2.11, -0.50, 1.11)
N (-1.31, -0.33, 0.39)
N (-0.20, -0.61, 0.92)
C (0.97, -0.30, 0.27)
C (2.14, -0.70, 0.76)
I (4.03, -0.54, -0.08)
H (0.74, 0.19, -0.68)
H (2.13, -1.21, 1.68)
Cl (-2.65, 3.22, -0.37)
H (-3.26, 3.29, 0.74)

***

[6]
Entry from the Open Molecules 2025 dataset: an isolated molecule of C4H7FN2O (ωB97M-V/def2-TZVPD).

## Properties
charge	0
SMILES string	C/C(F)=C/N=C\NO
energy	-12003.9917	eV
HOMO-LUMO gap	0.32612	Eh
relative energy (zero: lowest compared OMol25 entry of this formula, charge and spin)	70.69	kcal per mole

Geometry (Å):
C (1.38, -1.91, 1.39)
C (1.26, -0.52, 0.86)
F (2.13, 0.32, 1.43)
C (0.39, -0.09, -0.05)
N (0.43, 1.25, -0.50)
C (-0.49, 1.78, -1.19)
N (-1.70, 1.30, -1.65)
O (-2.31, 0.24, -0.98)
H (1.19, -1.97, 2.48)
H (2.39, -2.30, 1.20)
H (0.67, -2.57, 0.92)
H (-0.28, -0.80, -0.49)
H (-0.30, 2.78, -1.55)
H (-2.38, 2.03, -1.86)
H (-2.37, 0.47, -0.03)